Record 1
{
  "formula": "C18H36Cl18",
  "method": "wB97M-V/def2-TZVPD",
  "e_tot_ev": -244654.32446,
  "charge": 0,
  "e_homo_ha": -0.3837,
  "smiles": "ClCCCl.ClCCCl.ClCCCl.ClCCCl.ClCCCl.ClCCCl.ClCCCl.ClCCCl.ClCCCl",
  "de_lowest_kcal_mol": 48.72,
  "lumo_energy_ev": 0.31,
  "elements": ["Cl", "C", "C", "Cl", "H", "H", "H", "H", "Cl", "C", "C", "Cl", "H", "H", "H", "H", "Cl", "C", "C", "Cl", "H", "H", "H", "H", "Cl", "C", "C", "Cl", "H", "H", "H", "H", "Cl", "C", "C", "Cl", "H", "H", "H", "H", "Cl", "C", "C", "Cl", "H", "H", "H", "H", "Cl", "C", "C", "Cl", "H", "H", "H", "H", "Cl", "C", "C", "Cl", "H", "H", "H", "H", "Cl", "C", "C", "Cl", "H", "H", "H", "H"],
  "coordinates": [[3.25637, 0.05355, -0.65892], [3.74697, 1.35587, -1.68664], [2.95217, 1.27391, -3.05198], [3.15998, 2.84350, -3.90497], [4.82252, 1.28001, -1.84649], [3.52749, 2.30342, -1.19463], [1.88414, 1.11347, -2.90475], [3.24737, 0.42343, -3.66649], [2.30247, -3.72779, -2.22806], [3.20740, -3.51450, -0.68331], [4.21591, -4.67953, -0.53176], [3.46967, -6.30377, -0.55369], [2.52160, -3.58703, 0.16079], [3.65971, -2.53570, -0.52372], [4.80804, -4.52094, 0.36954], [4.91662, -4.58086, -1.36085], [2.77282, 0.17838, 4.53401], [1.31587, -0.79433, 4.16394], [0.93246, -1.76989, 5.29989], [-0.63594, -2.46419, 5.04058], [1.50687, -1.32862, 3.23326], [0.51737, -0.05725, 4.07901], [0.77227, -1.23946, 6.23855], [1.58983, -2.61565, 5.50153], [-5.81533, -0.86034, 0.15617], [-4.10869, -1.01359, 0.74336], [-3.89729, -0.29333, 2.02062], [-3.85845, 1.43092, 1.59411], [-3.49812, -0.69254, -0.10058], [-3.76088, -2.04432, 0.67448], [-2.92371, -0.54772, 2.43957], [-4.55826, -0.50153, 2.86197], [0.95097, 2.60850, 0.37491], [-0.68114, 2.00573, 0.22181], [-0.62984, 0.54805, -0.13774], [-0.58611, -0.35653, 1.42355], [-1.14130, 2.53623, -0.61181], [-1.24036, 2.34771, 1.09269], [0.27977, 0.22773, -0.64578], [-1.50123, 0.12295, -0.63581], [-2.64139, 6.91124, 5.88785], [-1.57398, 6.02119, 4.73618], [-2.37895, 4.89042, 4.10763], [-1.35854, 4.18348, 2.91928], [-0.70702, 5.66031, 5.28959], [-1.21351, 6.75756, 4.01791], [-3.29603, 5.19199, 3.60155], [-2.74573, 4.05694, 4.70670], [-2.59642, 4.54839, -1.68800], [-1.58507, 5.30488, -2.90893], [-0.29553, 4.36648, -3.05516], [-0.70763, 2.68068, -3.72218], [-1.44776, 6.31046, -2.51136], [-2.16190, 5.40601, -3.82824], [0.13250, 4.42634, -2.05450], [0.51986, 4.88195, -3.56262], [-1.53658, -1.51634, -3.38676], [0.18287, -1.86574, -3.83107], [0.58894, -1.11722, -5.09527], [1.97197, -1.99317, -5.76436], [0.22037, -2.94668, -3.96620], [0.84557, -1.43064, -3.08300], [0.81654, -0.06476, -4.92610], [-0.20860, -1.18983, -5.83470], [-1.00369, -7.44532, 0.08717], [-0.30239, -5.74158, 0.16384], [-1.29294, -4.78305, -0.48257], [-0.50539, -3.10512, -0.43168], [0.63952, -5.76216, -0.38432], [-0.15127, -5.44285, 1.20115], [-2.25397, -4.77940, 0.03175], [-1.45384, -5.03839, -1.52994]],
  "forces_ev_per_angstrom": [[-0.3, -0.9, 0.7], [-0.5, 0.7, -1.9], [0.4, 0.1, 1.1], [0.0, -0.5, 0.0], [-0.1, 0.0, -0.1], [-0.1, -0.1, -0.1], [0.0, 0.4, 0.4], [0.6, 0.3, -0.1], [0.7, 0.5, 0.6], [-0.2, -1.6, 1.0], [0.2, 1.4, -0.6], [0.2, 0.5, 0.2], [-0.5, -0.1, -0.3], [0.3, -0.1, -0.9], [-0.3, -0.3, 0.2], [-0.1, -0.5, -0.1], [0.0, -0.3, 0.2], [-0.2, -0.5, 0.7], [0.8, 0.8, 0.7], [-1.4, -0.6, -0.8], [-0.2, 0.2, 0.1], [0.0, -0.3, -0.3], [0.6, 0.2, -0.1], [0.4, 0.4, -0.4], [0.4, -0.3, 0.2], [-0.2, -1.1, -1.5], [1.0, 0.0, 0.5], [-0.1, 0.5, 0.6], [0.0, 1.1, 0.3], [-0.8, -0.5, 1.0], [0.1, 0.1, -0.4], [-0.6, 0.2, -0.6], [1.0, 0.6, 0.2], [-0.8, 0.6, -1.4], [-0.4, -0.9, 1.2], [0.3, -0.3, 0.3], [0.1, 0.1, -0.1], [0.1, -0.9, 0.0], [-0.1, 0.4, -0.2], [0.0, 0.5, -0.2], [0.2, -0.1, 0.0], [-0.7, 0.0, 0.7], [-1.0, 0.3, 0.2], [1.2, -0.8, -1.4], [-0.2, -0.1, 0.0], [-0.3, -0.3, -0.2], [0.2, 0.7, 0.0], [0.5, 0.4, 0.8], [-0.9, -0.3, 0.5], [0.8, -1.2, -0.7], [-1.0, 1.8, 0.5], [0.6, 1.9, 0.9], [0.9, -0.1, -0.2], [0.1, -0.3, 0.0], [-0.3, -1.4, 0.3], [-0.4, -0.5, -1.1], [0.4, 0.2, -0.1], [-0.2, 1.0, -0.2], [-1.2, -0.6, -0.4], [0.6, 0.2, -0.2], [0.3, 0.3, 0.2], [-0.3, -0.9, 0.6], [0.2, -0.2, 0.1], [0.1, 0.1, 0.0], [0.4, 1.0, 0.2], [-0.5, -0.2, -0.3], [0.7, 0.2, -0.3], [-0.9, -1.1, 0.2], [-0.1, 0.0, 0.1], [0.1, -0.4, 0.0], [0.2, 0.3, 0.1], [0.1, 0.2, 0.1]]
}

Record 2
{
  "formula": "C18H36FN2O6Sr2",
  "method": "wB97M-V/def2-TZVPD",
  "e_tot_ev": -38872.23527,
  "charge": 3,
  "e_homo_ha": -0.4707,
  "lumo_energy_ev": -11.18,
  "elements": ["Sr", "Sr", "F", "C", "O", "C", "C", "N", "C", "C", "O", "C", "H", "H", "H", "H", "H", "H", "H", "H", "H", "H", "H", "H", "H", "H", "H", "C", "O", "C", "C", "N", "C", "C", "O", "C", "H", "H", "H", "H", "H", "H", "H", "H", "H", "H", "H", "H", "H", "H", "H", "C", "C", "C", "C", "C", "C", "O", "O", "H", "H", "H", "H", "H", "H"],
  "coordinates": [[-0.73555, -0.45580, 1.31072], [-5.32676, -3.17664, -1.05720], [-2.45731, -1.32312, -2.28192], [4.75519, -3.12871, 4.48794], [4.66695, -2.92065, 3.10701], [3.66709, -3.56912, 2.42528], [3.55387, -3.04468, 0.95283], [3.16684, -1.67768, 0.93131], [3.08478, -1.22338, -0.46670], [3.09168, 0.31343, -0.77498], [2.07342, 1.03106, -0.08622], [2.31408, 2.49156, -0.26854], [5.44434, -2.41244, 4.93532], [4.99096, -4.13175, 4.84352], [3.85297, -2.75003, 4.96824], [2.68134, -3.41143, 2.86292], [3.92336, -4.62334, 2.32017], [2.98762, -3.67664, 0.26865], [4.59339, -3.13174, 0.63673], [3.95971, -1.28363, 1.41728], [2.23371, -1.65146, -0.99635], [3.96553, -1.65052, -0.94622], [2.78661, 0.43523, -1.81431], [4.11166, 0.62308, -0.54727], [2.65900, 2.73926, -1.27242], [3.08816, 2.82575, 0.42227], [1.41996, 3.10421, -0.15312], [-1.33524, -1.73776, 5.12801], [-0.76255, -0.53072, 4.65465], [-0.18364, 0.32984, 5.65367], [0.71395, 1.40490, 5.01577], [0.16125, 2.05376, 3.78570], [-0.97475, 2.85583, 4.15878], [-1.66457, 3.35893, 2.88278], [-2.06891, 2.27629, 2.09867], [-2.79929, 2.80247, 0.98378], [-0.59104, -2.45546, 5.47320], [-1.92297, -2.25860, 4.37210], [-2.01487, -1.50476, 5.94772], [0.53959, -0.26373, 6.21288], [-0.92528, 0.83672, 6.27105], [1.67587, 0.98114, 4.72731], [1.04031, 2.14495, 5.74647], [0.89556, 2.69463, 3.52078], [-0.66004, 3.77421, 4.65440], [-1.61654, 2.42293, 4.92612], [-0.99718, 4.06947, 2.39512], [-2.53278, 3.87393, 3.29398], [-2.68007, 2.20745, 0.07833], [-2.63608, 3.86262, 0.79001], [-3.88231, 2.70384, 1.05752], [-3.41191, 1.26342, -9.29313], [-2.45089, 0.97991, -8.30612], [-2.58954, -0.16095, -7.57024], [-3.39697, -1.18570, -7.94773], [-4.30646, -0.98300, -8.98064], [-4.33262, 0.26548, -9.63652], [-5.46749, 0.63382, -10.34986], [-1.64263, -0.42285, -6.60567], [-3.57906, 2.22512, -9.75529], [-1.72011, 1.69914, -7.96692], [-3.25981, -2.12082, -7.42511], [-4.91655, -1.82327, -9.27749], [-6.22397, 0.06868, -10.17679], [-2.03279, -0.66252, -5.76191]],
  "forces_ev_per_angstrom": [[1.3, 1.7, 0.7], [0.8, 0.6, -1.0], [-1.1, -0.7, 1.6], [-0.5, 1.0, 1.1], [1.0, 1.0, -0.4], [-1.0, -0.8, -1.8], [1.5, -1.5, 1.4], [-1.5, 1.2, -0.2], [0.4, 1.0, -0.2], [-0.4, -1.8, 0.2], [-0.3, 1.7, 0.6], [0.1, -0.7, 0.0], [0.7, -0.3, -0.6], [0.0, -0.2, -0.4], [-0.7, -0.6, 0.0], [-0.2, -0.2, 0.6], [-0.4, -0.4, 0.3], [-0.4, -0.1, 0.4], [0.3, -0.1, -0.6], [-0.1, 1.1, 0.1], [-0.3, -0.3, 0.4], [0.1, 0.3, -0.7], [1.0, -0.2, -0.4], [-0.2, 0.8, -0.1], [0.1, -0.5, -0.2], [-0.1, -0.1, 0.1], [-0.3, -0.6, 0.4], [0.0, 0.1, 1.1], [0.0, 0.3, -1.4], [1.1, 0.3, -0.6], [0.5, -0.4, -1.2], [0.5, -1.4, 1.3], [-0.2, 1.5, -0.8], [0.0, -0.1, 3.1], [-0.3, -0.4, -1.9], [-1.2, -0.4, -0.8], [0.2, 0.1, 0.1], [0.0, 0.4, -0.5], [-0.1, -0.2, 0.1], [-0.4, -0.1, 0.6], [-0.3, -0.6, 0.1], [-0.1, -0.4, -0.2], [-0.6, 0.1, 0.4], [0.1, 0.1, -0.5], [0.2, 0.3, 0.2], [-0.2, -0.6, -0.6], [-0.1, -0.2, -0.5], [-0.3, 0.4, -0.6], [1.0, 0.0, -0.2], [0.5, -0.2, 0.0], [-0.2, 0.1, 1.0], [0.2, -0.7, 0.1], [-1.2, 1.6, -0.7], [2.0, -0.6, 0.5], [-1.6, -0.5, -0.9], [0.8, -0.3, 0.2], [-2.0, -0.1, 1.1], [1.6, 0.3, -0.1], [0.4, 0.6, 0.3], [0.5, 0.1, 0.0], [0.0, 0.2, -0.2], [-0.3, -0.2, -0.1], [-0.3, 0.2, -0.2], [0.2, -0.4, 0.0], [-0.2, -0.2, 0.0]]
}

Record 3
{
  "formula": "C18H36InN2O3",
  "method": "wB97M-V/def2-TZVPD",
  "e_tot_ev": -33536.06617,
  "charge": -1,
  "e_homo_ha": -0.1733,
  "de_lowest_kcal_mol": 216.29,
  "lumo_energy_ev": 2.41,
  "elements": ["C", "C", "O", "In", "N", "O", "C", "C", "C", "O", "C", "C", "C", "C", "C", "C", "C", "H", "H", "H", "H", "H", "H", "H", "H", "H", "H", "H", "H", "H", "H", "H", "H", "H", "H", "H", "H", "H", "C", "C", "N", "C", "C", "C", "C", "H", "H", "H", "H", "H", "H", "H", "H", "H", "H", "H", "H", "H", "H", "H"],
  "coordinates": [[0.08523, 0.13326, 0.32303], [0.09192, -1.22469, -0.60948], [-0.81450, -1.12695, -1.76647], [-2.80293, -1.60587, -1.15225], [-3.76337, -2.41028, -2.89802], [-2.84636, -2.93320, 0.49750], [-3.72702, 0.39514, -0.46399], [-5.36873, 0.39732, -0.61505], [-6.05093, -0.38831, 0.66623], [-5.95577, 1.71405, -0.90713], [-5.63994, 2.71336, 0.12440], [-4.39699, 3.72016, -0.23589], [-3.30627, 4.18452, 0.94177], [-2.00680, 5.17029, 0.61232], [-1.72041, 5.74210, -0.92956], [-2.83528, 5.29577, -2.06362], [-4.12893, 4.32657, -1.74522], [-0.50355, -0.04461, 1.34353], [1.21478, 0.36144, 0.61827], [-0.29511, 1.10119, -0.23999], [-0.21161, -2.17786, 0.01789], [1.19265, -1.34786, -1.05007], [-3.21350, -2.03798, -3.72825], [-4.72926, -1.98724, -2.90396], [-2.99338, -2.32919, 1.29756], [-3.36511, 0.62971, 0.63319], [-3.32002, 1.18721, -1.24995], [-5.60223, -0.28397, -1.56724], [-5.20532, -0.42509, 1.50759], [-6.34647, -1.50040, 0.45365], [-6.92119, 0.26606, 1.12503], [-6.60983, 3.40238, 0.22301], [-5.44525, 2.28240, 1.19456], [-3.39606, 3.83607, 2.07682], [-1.21012, 5.49778, 1.43438], [-0.80362, 6.41958, -1.20458], [-2.70671, 5.65240, -3.18234], [-4.87594, 4.06082, -2.61159], [3.95647, -4.11651, 0.59679], [4.64412, -2.91346, -0.04506], [4.76741, -1.75567, 0.84478], [5.16240, -0.52851, 0.14641], [6.54189, -0.50049, -0.50181], [5.44044, -1.98901, 2.12307], [6.86602, -2.52896, 2.08619], [2.97280, -3.84564, 0.99451], [3.81075, -4.90314, -0.15130], [4.55514, -4.54518, 1.40587], [4.03424, -2.62880, -0.91211], [5.61640, -3.22942, -0.43596], [5.07702, 0.32387, 0.83244], [4.41811, -0.32970, -0.63580], [7.33528, -0.39122, 0.24115], [6.61608, 0.36726, -1.16934], [6.74171, -1.38870, -1.10394], [4.83001, -2.68730, 2.71006], [5.43028, -1.06550, 2.71686], [6.99116, -3.34411, 1.36814], [7.13668, -2.92195, 3.07253], [7.58949, -1.74395, 1.85043]],
  "forces_ev_per_angstrom": [[0.8, -0.1, 0.6], [-0.2, 0.2, -1.0], [0.6, -0.4, 2.3], [-0.1, 0.5, -0.1], [0.0, 1.0, -0.4], [-0.2, 1.8, 1.2], [-1.0, 1.0, -0.3], [1.3, -2.3, -0.3], [1.0, 0.9, 1.0], [1.0, 0.4, 2.1], [-0.4, 1.4, 0.2], [3.7, 2.5, -0.9], [1.0, 1.5, -3.1], [-2.0, -0.6, -3.3], [-4.4, -3.1, 1.1], [-0.3, -1.2, 3.1], [2.5, 0.9, 3.1], [1.1, 0.5, -2.3], [-2.3, -0.5, -0.4], [0.5, -2.2, 1.1], [0.9, 1.9, -0.9], [-2.1, 0.1, 1.0], [-1.2, -0.4, 1.3], [1.4, -0.5, -0.4], [0.3, -1.4, -1.7], [-0.8, -0.1, -2.1], [-0.7, -1.5, 1.8], [0.3, 1.9, 1.8], [-1.9, 0.0, -1.7], [0.4, 2.3, 0.2], [1.5, -1.6, -1.1], [2.1, -1.5, -0.3], [-0.2, 0.5, -2.1], [0.1, 0.7, -2.9], [-2.1, -1.0, -1.8], [-2.1, -1.5, 0.7], [-0.3, -0.8, 2.6], [1.7, 0.5, 1.9], [0.0, 0.0, 0.1], [-0.3, 0.1, 0.2], [0.1, 0.3, 0.0], [-0.4, -0.1, 0.0], [0.3, 0.3, -0.1], [-0.4, -0.2, 0.0], [0.4, 0.0, 0.1], [0.2, 0.0, 0.0], [0.0, 0.1, 0.1], [-0.1, 0.0, 0.0], [0.2, 0.2, 0.2], [0.2, -0.1, -0.1], [0.0, -0.2, 0.1], [0.0, -0.2, 0.1], [0.0, -0.1, -0.1], [0.0, -0.1, 0.1], [0.0, 0.0, 0.1], [0.0, 0.0, -0.2], [-0.1, 0.0, -0.3], [-0.1, 0.1, 0.0], [0.0, 0.0, -0.1], [0.0, -0.2, -0.1]]
}